{
  "formula": "C4H10N2O",
  "method": "ωB97M-V/def2-TZVPD",
  "smiles": "C/C(=N/O)[C@H](C)N",
  "orbital_gap_ev": 9.36,
  "relative_energy_kcal_mol": 140.8,
  "symbols": ["C", "C", "C", "C", "H", "H", "H", "H", "H", "H", "H", "H", "H", "H", "N", "N", "O"],
  "xyz": [[0.51, -1.60, 0.36], [-0.46, -0.17, 0.45], [0.24, 0.86, -0.41], [0.87, 1.98, 0.31], [0.63, -1.86, -0.75], [1.67, -1.31, 0.71], [0.11, -2.30, 1.05], [-0.37, 0.10, 1.50], [-2.37, 0.33, 0.06], [-1.98, -1.27, 0.54], [-0.10, 2.21, 1.00], [1.85, 1.57, 0.91], [1.12, 2.97, -0.48], [-0.57, -1.04, -1.52], [-1.78, -0.55, -0.02], [0.69, 0.50, -1.59], [-0.05, -0.40, -2.10]],
  "nbo_charge": [-0.640, -0.101, 0.093, -0.652, 0.226, 0.219, 0.205, 0.189, 0.379, 0.359, 0.213, 0.232, 0.248, 0.489, -0.837, -0.058, -0.565]
}

=====

{
  "formula": "C7H11N",
  "method": "ωB97M-V/def2-TZVPD",
  "smiles": "C1=CC[C@H]2C[C@@H](C1)N2",
  "orbital_gap_ev": 9.29,
  "relative_energy_kcal_mol": 211.0,
  "symbols": ["C", "C", "C", "C", "C", "C", "C", "H", "H", "H", "H", "H", "H", "H", "H", "H", "H", "H", "N"],
  "xyz": [[0.44, 1.61, -0.19], [-1.12, 1.33, -0.23], [-1.86, 0.19, 0.02], [-1.36, -1.29, -0.17], [0.22, -1.16, -0.34], [1.74, -0.68, -0.55], [1.46, 0.38, 0.38], [0.56, 2.34, 0.63], [1.06, 1.90, -1.17], [-1.70, 2.22, 0.06], [-3.09, -0.04, 0.34], [-1.81, -1.85, 0.67], [-1.76, -1.59, -1.23], [-0.11, -0.19, -0.90], [2.76, -1.15, -0.16], [2.12, -0.37, -1.47], [2.26, 0.56, 1.07], [0.60, -1.22, 1.49], [0.28, -0.41, 1.02]],
  "nbo_charge": [-0.450, -0.293, -0.118, -0.423, -0.176, -0.379, -0.067, 0.230, 0.222, 0.223, 0.231, 0.222, 0.218, 0.242, 0.206, 0.203, 0.203, 0.339, -0.631]
}

=====

{
  "formula": "C6H10O2",
  "method": "ωB97M-V/def2-TZVPD",
  "smiles": "C=C(O)[C@H](C)C(C)=O",
  "orbital_gap_ev": 9.88,
  "relative_energy_kcal_mol": 16.2,
  "symbols": ["C", "C", "C", "C", "C", "C", "O", "O", "H", "H", "H", "H", "H", "H", "H", "H", "H", "H"],
  "xyz": [[-0.22, 0.73, 0.26], [1.05, -1.14, 1.52], [1.15, 1.19, -0.22], [-0.22, -0.36, 1.33], [-1.05, 0.27, -0.92], [-1.07, -0.97, -1.40], [-1.76, 1.30, -1.46], [-1.21, -0.57, 1.99], [-2.29, 0.98, -2.21], [-0.76, 1.59, 0.68], [1.69, 0.39, -0.72], [1.02, 2.00, -0.94], [1.41, -1.54, 0.57], [1.82, -0.49, 1.92], [0.87, -1.95, 2.22], [1.75, 1.56, 0.61], [-0.50, -1.76, -0.95], [-1.67, -1.23, -2.26]],
  "nbo_charge": [-0.394, -0.729, -0.597, 0.621, 0.371, -0.549, -0.680, -0.528, 0.482, 0.249, 0.210, 0.226, 0.227, 0.235, 0.239, 0.209, 0.207, 0.200]
}

=====

{
  "formula": "C9H12CrN2O4S",
  "method": "ωB97M-V/def2-TZVPD",
  "orbital_gap_ev": [8.41, 5.62],
  "spin_multiplicity": 4,
  "charge": 3,
  "relative_energy_kcal_mol": 0.0,
  "symbols": ["Cr", "C", "O", "C", "O", "C", "O", "C", "O", "C", "H", "H", "C", "H", "H", "C", "N", "C", "S", "N", "C", "H", "H", "H", "H", "H", "H", "H", "H"],
  "xyz": [[0.04, 0.60, -1.60], [0.04, 1.57, 0.07], [0.04, 2.16, 1.09], [0.04, 2.36, -2.39], [0.04, 3.43, -2.87], [-1.86, 0.64, -1.58], [-3.03, 0.65, -1.56], [1.94, 0.65, -1.58], [3.11, 0.66, -1.56], [0.05, -1.03, -3.11], [0.99, -1.59, -3.03], [-0.89, -1.60, -3.03], [0.04, 0.23, -3.77], [-0.89, 0.59, -4.24], [0.98, 0.59, -4.24], [-1.55, -0.03, 2.91], [-1.23, -0.87, 1.76], [-0.01, -1.02, 1.19], [0.05, -1.42, -0.51], [1.18, -0.88, 1.84], [1.41, -1.03, 3.26], [-0.66, 0.47, 3.27], [-2.00, -0.65, 3.68], [-2.28, 0.75, 2.62], [-2.03, -1.19, 1.22], [2.02, -0.83, 1.26], [2.14, -1.83, 3.44], [1.82, -0.10, 3.66], [0.49, -1.30, 3.77]],
  "lowdin_spin": [2.358, 0.004, 0.059, -0.004, 0.050, 0.007, 0.033, 0.010, 0.037, 0.052, 0.005, 0.005, -0.006, 0.006, 0.006, 0.002, 0.005, 0.043, 0.311, 0.008, 0.002, 0.000, 0.000, 0.000, 0.003, 0.002, 0.000, 0.001, 0.000]
}

=====

{
  "formula": "C3H3FO2",
  "method": "ωB97M-V/def2-TZVPD",
  "smiles": "O=CO/C=C\\F",
  "orbital_gap_ev": 10.73,
  "relative_energy_kcal_mol": 14.5,
  "symbols": ["C", "C", "C", "H", "H", "H", "O", "O", "F"],
  "xyz": [[-1.68, 0.43, 0.00], [-0.35, 0.44, -0.01], [1.68, -0.69, 0.00], [-2.25, 1.34, 0.00], [0.22, 1.32, 0.01], [2.11, -1.71, 0.01], [0.34, -0.77, -0.01], [2.32, 0.33, 0.00], [-2.39, -0.69, 0.00]],
  "nbo_charge": [0.195, -0.003, 0.649, 0.176, 0.222, 0.132, -0.489, -0.567, -0.315]
}

=====

{
  "formula": "C16H22N4O4S2",
  "method": "ωB97M-V/def2-TZVPD",
  "smiles": "NS(=O)(=O)c1ccc(NC(=S)N2CCN(C(=O)[C@H]3CCCO3)CC2)cc1",
  "orbital_gap_ev": 7.54,
  "relative_energy_kcal_mol": 405.9,
  "symbols": ["N", "S", "O", "O", "C", "C", "C", "C", "C", "C", "H", "H", "N", "C", "N", "C", "H", "C", "N", "C", "O", "C", "H", "C", "H", "H", "C", "H", "C", "H", "O", "H", "H", "C", "H", "C", "H", "H", "H", "H", "H", "H", "S", "H", "H", "H", "H", "H"],
  "xyz": [[-0.15, 2.23, -6.71], [1.31, 2.02, -5.96], [2.15, 1.08, -6.81], [1.76, 3.36, -5.77], [0.73, 1.19, -4.61], [0.59, 2.05, -3.50], [0.30, 1.52, -2.33], [0.25, -0.20, -2.31], [0.64, -0.90, -3.47], [0.94, -0.16, -4.52], [1.46, -0.80, -5.50], [0.72, -2.02, -3.48], [-0.19, -0.80, -1.10], [-0.70, -0.51, 0.00], [-0.78, -1.39, 1.00], [-1.54, -1.00, 2.14], [-2.60, -0.48, 1.88], [-0.91, -0.24, 3.28], [0.33, -1.16, 3.75], [0.65, -1.63, 4.83], [1.52, -2.38, 4.91], [-0.28, -1.49, 5.90], [-0.02, -2.36, 6.72], [-0.33, -0.06, 6.62], [0.13, -0.47, 7.45], [-0.09, 0.53, 6.03], [-2.12, 0.16, 6.95], [-2.27, 0.72, 6.33], [-2.57, -1.17, 6.53], [-2.64, -1.89, 7.51], [-1.74, -1.96, 5.57], [-3.71, -1.28, 6.10], [-2.11, 0.29, 8.01], [1.09, -1.12, 2.54], [2.04, -1.67, 2.90], [0.70, -2.08, 1.49], [1.12, -2.22, 0.58], [0.43, -2.79, 1.88], [1.55, -0.21, 2.18], [-1.43, -0.23, 4.04], [-0.65, 0.81, 3.05], [-1.65, -1.95, 2.48], [-1.87, 0.84, -0.19], [0.18, -1.68, -1.19], [0.06, 1.79, -1.54], [0.55, 3.01, -3.38], [-0.59, 3.21, -6.73], [-0.36, 1.82, -7.55]],
  "nbo_charge": [-1.109, 2.292, -0.931, -0.919, -0.397, -0.207, -0.056, 0.234, -0.315, -0.129, 0.274, 0.225, -0.583, 0.378, -0.427, -0.248, 0.268, -0.181, -0.385, 0.572, -0.607, 0.029, 0.212, -0.370, 0.237, 0.156, -0.360, 0.151, -0.102, 0.169, -0.560, 0.210, 0.237, -0.287, 0.258, -0.093, 0.200, 0.155, 0.226, 0.191, 0.212, 0.204, -0.407, 0.375, 0.163, 0.236, 0.411, 0.398]
}

=====

{
  "formula": "C41H51BInN17OPS2",
  "method": "ωB97M-V/def2-TZVPD",
  "orbital_gap_ev": [6.59, 3.95],
  "spin_multiplicity": 2,
  "charge": 2,
  "relative_energy_kcal_mol": 14.3,
  "symbols": ["In", "N", "C", "S", "N", "N", "C", "C", "C", "C", "C", "C", "C", "C", "C", "C", "C", "C", "N", "H", "H", "H", "H", "H", "H", "H", "H", "H", "H", "H", "C", "C", "N", "N", "C", "B", "N", "C", "C", "C", "N", "N", "C", "C", "C", "N", "N", "C", "C", "C", "N", "H", "H", "H", "H", "H", "H", "H", "H", "H", "H", "H", "H", "O", "P", "N", "C", "C", "C", "C", "N", "C", "C", "C", "C", "N", "C", "C", "C", "C", "H", "H", "H", "H", "H", "H", "H", "H", "H", "H", "H", "H", "H", "H", "H", "H", "H", "H", "H", "H", "H", "H", "H", "H", "S", "C", "N", "C", "C", "C", "N", "H", "H", "H", "H"],
  "xyz": [[-0.54, 1.08, 1.55], [-3.62, -2.11, 1.89], [-2.90, -0.99, 1.71], [-1.86, -0.50, 3.00], [-3.08, -0.38, 0.57], [-2.41, 0.71, 0.27], [-2.82, 1.50, -0.67], [-4.01, 1.24, -1.49], [-5.04, 2.18, -1.49], [-6.17, 1.99, -2.26], [-6.26, 0.87, -3.07], [-5.24, -0.06, -3.10], [-4.12, 0.11, -2.30], [-2.18, 2.80, -0.85], [-2.32, 3.52, -2.04], [-1.75, 4.78, -2.13], [-1.08, 5.28, -1.03], [-0.99, 4.50, 0.11], [-1.52, 3.29, 0.21], [-3.68, -2.50, 2.82], [-4.38, -2.30, 1.26], [-4.95, 3.06, -0.86], [-6.97, 2.71, -2.23], [-7.14, 0.72, -3.69], [-5.30, -0.92, -3.76], [-3.31, -0.60, -2.34], [-2.84, 3.08, -2.88], [-1.84, 5.36, -3.04], [-0.64, 6.26, -1.04], [-0.49, 4.87, 0.99], [2.74, 0.02, 4.36], [1.83, -0.35, 3.38], [1.37, 0.73, 2.76], [1.96, 1.80, 3.30], [2.78, 1.40, 4.29], [1.64, 3.20, 2.76], [0.22, 3.57, 3.22], [-0.24, 4.57, 3.99], [-1.58, 4.36, 4.23], [-1.87, 3.17, 3.58], [-0.78, 2.71, 3.00], [1.71, 3.12, 1.21], [2.49, 3.85, 0.40], [2.25, 3.47, -0.90], [1.29, 2.48, -0.81], [0.98, 2.28, 0.46], [2.64, 4.25, 3.18], [3.99, 4.19, 3.36], [4.45, 5.47, 3.52], [3.31, 6.28, 3.40], [2.26, 5.53, 3.18], [3.27, -0.61, 5.03], [1.48, -1.32, 3.09], [3.34, 2.09, 4.88], [0.39, 5.38, 4.30], [-2.25, 4.98, 4.80], [-2.80, 2.62, 3.53], [3.18, 4.59, 0.77], [2.74, 3.84, -1.78], [0.79, 1.93, -1.58], [4.52, 3.26, 3.36], [5.46, 5.79, 3.70], [3.23, 7.34, 3.45], [0.09, -1.44, 0.75], [0.78, -2.62, 0.20], [-0.14, -3.35, -1.00], [-1.59, -3.31, -0.88], [-2.10, -3.79, -2.24], [-0.96, -4.68, -2.74], [0.28, -3.92, -2.26], [2.24, -2.25, -0.50], [2.59, -0.85, -0.70], [4.12, -0.83, -0.83], [4.44, -2.23, -1.33], [3.43, -3.09, -0.58], [1.09, -3.77, 1.38], [0.35, -3.76, 2.64], [-0.13, -5.20, 2.80], [1.07, -5.98, 2.27], [1.56, -5.13, 1.10], [-1.92, -2.30, -0.63], [-1.91, -3.98, -0.08], [-2.23, -2.94, -2.91], [-3.04, -4.32, -2.16], [-0.97, -4.81, -3.82], [-1.00, -5.66, -2.28], [0.54, -3.12, -2.97], [1.15, -4.56, -2.14], [2.22, -0.24, 0.13], [2.10, -0.48, -1.61], [4.57, -0.67, 0.15], [4.46, -0.05, -1.51], [5.47, -2.53, -1.12], [4.27, -2.30, -2.41], [3.80, -3.32, 0.43], [3.21, -4.03, -1.10], [-0.44, -3.02, 2.61], [1.05, -3.52, 3.45], [-1.01, -5.38, 2.18], [-0.37, -5.44, 3.83], [0.83, -7.00, 1.97], [1.85, -6.03, 3.04], [1.16, -5.49, 0.15], [2.65, -5.15, 1.03], [-0.49, -0.17, -2.20], [-0.40, -0.76, -3.75], [0.81, -0.69, -4.43], [0.94, -1.14, -5.69], [-0.14, -1.67, -6.33], [-1.35, -1.74, -5.58], [-1.46, -1.31, -4.36], [1.59, -0.25, -3.94], [1.92, -1.06, -6.15], [-0.10, -2.02, -7.35], [-2.24, -2.18, -6.01]],
  "lowdin_spin": [0.004, 0.068, 0.046, 0.128, 0.348, 0.086, 0.099, 0.015, 0.017, -0.001, 0.021, 0.000, 0.014, 0.004, 0.030, -0.003, 0.033, 0.003, 0.018, 0.003, 0.000, 0.000, 0.000, 0.001, 0.000, 0.001, 0.001, -0.001, 0.002, 0.000, 0.000, 0.001, 0.001, 0.000, 0.000, 0.000, 0.000, 0.000, 0.000, 0.001, 0.001, 0.000, 0.001, 0.000, 0.000, 0.000, 0.000, 0.000, 0.000, 0.000, 0.000, 0.000, 0.000, 0.000, 0.000, 0.000, 0.001, 0.000, 0.000, 0.000, 0.000, 0.000, 0.000, 0.003, 0.000, 0.010, 0.006, 0.000, 0.000, 0.001, 0.000, 0.000, 0.000, 0.000, 0.000, 0.001, 0.002, 0.000, 0.000, 0.000, 0.003, 0.001, 0.000, 0.000, 0.000, 0.000, 0.000, 0.000, 0.000, 0.000, 0.000, 0.000, 0.000, 0.000, 0.000, 0.000, 0.002, 0.000, 0.000, 0.000, 0.000, 0.000, 0.000, 0.000, 0.017, 0.003, 0.002, 0.000, 0.001, 0.000, 0.001, 0.000, 0.000, 0.000, 0.000]
}

=====

{
  "formula": "C4H5N3O2S",
  "method": "ωB97M-V/def2-TZVPD",
  "smiles": "C/C(C#N)=[N+](\\[O-])O.N=C=S",
  "orbital_gap_ev": 9.57,
  "relative_energy_kcal_mol": 100.6,
  "symbols": ["C", "C", "C", "C", "N", "N", "N", "O", "O", "S", "H", "H", "H", "H", "H"],
  "xyz": [[1.67, -1.68, 0.36], [-2.73, 0.04, -0.36], [1.15, 0.59, 1.60], [1.18, -0.31, 0.38], [2.02, -2.73, 0.50], [-2.37, 0.67, -1.32], [0.64, 0.19, -0.69], [0.46, -0.77, -1.78], [0.21, 1.32, -0.91], [-3.17, -0.84, 0.83], [0.13, 0.26, 2.21], [2.09, 0.36, 2.19], [1.12, 1.65, 1.24], [0.16, -0.25, -2.53], [-2.57, 1.49, -1.73]],
  "nbo_charge": [0.245, 0.221, -0.642, 0.029, -0.269, -0.659, 0.398, -0.549, -0.453, 0.021, 0.247, 0.241, 0.262, 0.491, 0.416]
}